--- w ---
Below is a cluster of 9 separate species, C67H145N7O11 in total, with properties calculated with the ωB97M-V functional and the def2-TZVPD basis.

XYZ file:
```
230
Properties=species:S:1:pos:R:3
O 4.70 -14.91 4.56
O 10.07 -11.24 3.85
O 18.64 -17.18 11.08
O 12.16 -18.51 0.76
O 2.22 -7.97 4.69
O 20.75 -10.29 -2.14
O 13.56 -7.42 -1.46
O 12.79 -10.31 3.18
O 18.48 -5.31 8.27
O 3.44 -12.55 -7.83
O 6.00 -13.17 6.74
N 4.23 -12.48 -6.68
N 13.16 -18.94 -0.09
N 12.88 -6.96 -2.57
N 17.38 -16.57 10.74
N 21.45 -10.43 -0.99
N 17.24 -4.73 8.66
N 2.03 -7.41 3.44
C 18.37 -14.20 10.16
C 1.73 -5.20 4.50
C 13.06 -4.53 -1.78
C 16.90 -17.06 9.44
C 22.98 -9.38 0.71
C 14.75 -6.69 -4.13
C 16.00 -5.39 8.05
C 11.30 -5.95 -1.02
C 0.85 -5.51 2.05
C 20.90 -8.26 0.13
C 12.51 -6.93 -5.08
C 3.52 -12.79 -5.39
C 15.97 -6.86 8.27
C 16.06 -5.12 6.49
C 14.36 -19.98 1.88
C 6.49 -12.56 -5.72
C 12.19 -5.68 -2.26
C 12.94 -18.42 -1.45
C 1.08 -6.19 3.47
C 21.10 -12.92 -0.98
C 13.47 -8.95 -3.99
C 15.49 -16.49 9.22
C 4.49 -12.58 -4.24
C 5.95 -13.14 -4.43
C 3.23 -9.20 2.28
C 5.65 -12.87 -6.99
C -0.49 -6.44 4.07
C 6.06 -15.01 5.10
C 6.17 -11.94 -8.03
C 14.44 -18.91 0.65
C 13.16 -16.86 -1.62
C 11.90 -5.51 -4.94
C 17.91 -16.82 8.23
C 14.71 -4.69 8.57
C 1.89 -7.41 0.94
C 16.00 -3.47 10.33
C 22.08 -11.78 1.04
C 5.87 -14.36 -7.41
C 1.98 -8.32 2.25
C 0.73 -6.47 0.83
C 13.38 -7.40 -3.90
C 17.31 -4.10 9.99
C 17.58 -5.18 11.08
C 21.07 -11.63 -0.14
C 22.66 -10.54 1.74
C 6.02 -14.58 6.59
C 15.33 -14.96 9.21
C 2.97 -14.17 -5.34
C 0.77 -9.27 2.18
C 15.41 -19.25 -1.78
C 14.72 -4.38 10.08
C 18.30 -2.90 10.06
C 15.91 -14.58 10.62
C 14.96 -17.49 1.11
C 22.89 -8.41 -1.51
C 21.95 -9.12 -0.49
C 11.53 -18.82 -1.98
C 19.74 -11.32 0.54
C 16.63 -18.65 9.60
C 17.67 -14.80 12.46
C 12.37 -11.66 3.14
C 11.30 -5.30 -3.47
C 2.40 -11.74 -5.22
C 10.94 -11.69 2.69
C 13.98 -19.25 -2.26
C 17.35 -15.09 10.96
C 15.60 -19.54 -0.21
H 23.48 -10.70 2.44
H 5.95 -14.23 -4.49
H 2.41 -14.44 -6.23
H 1.33 -4.20 4.33
H 13.71 -4.10 -2.54
H 12.79 -16.55 -2.59
H 13.14 -12.12 2.52
H 1.55 -5.49 5.53
H 13.99 -19.06 -3.33
H 6.81 -14.64 4.40
H 14.21 -16.60 -1.58
H 13.81 -3.88 10.42
H 2.80 -6.82 0.81
H 22.53 -8.44 -2.54
H 5.96 -10.87 -8.01
H 18.46 -5.80 10.95
H 18.05 -14.16 9.12
H 19.21 -16.67 10.50
H 19.33 -3.23 10.17
H 18.91 -17.05 8.57
H 19.97 -8.42 -0.43
H 10.77 -12.71 2.33
H 11.27 -5.22 -0.21
H 10.70 -18.70 -1.28
H 15.51 -16.92 0.37
H 12.53 -9.87 2.37
H 1.58 -11.95 -5.91
H 3.34 -9.78 3.20
H 24.00 -9.43 0.34
H 18.33 -2.31 9.15
H 11.33 -19.87 -2.17
H -0.19 -7.06 0.89
H 14.33 -9.32 -3.43
H 3.10 -7.65 4.85
H 12.79 -4.91 -5.11
H 16.14 -19.84 -2.33
H 14.84 -16.95 9.96
H 17.54 -19.17 9.90
H 23.82 -8.96 -1.66
H 11.60 -6.84 -0.48
H 17.15 -15.46 13.15
H 13.90 -5.37 8.30
H 13.60 -9.42 -4.96
H 14.66 -5.60 -4.14
H 21.21 -7.22 0.09
H 1.62 -4.76 1.88
H -0.39 -7.19 4.85
H 16.75 -5.85 6.05
H 17.73 -15.86 7.74
H 18.75 -14.90 12.63
H -1.15 -6.61 3.22
H 11.71 -7.63 -5.29
H 15.95 -3.17 11.38
H 12.46 -3.69 -1.42
H 22.17 -13.16 -1.01
H 13.16 -6.81 -5.94
H 14.01 -17.18 1.53
H 15.71 -18.24 -2.06
H 12.51 -16.31 -0.93
H 3.96 -12.99 -3.38
H 4.47 -11.54 -3.90
H 6.62 -11.48 -5.64
H 14.05 -20.99 1.63
H 14.42 -3.92 7.85
H 15.19 -16.78 8.21
H 15.90 -13.49 10.59
H 4.10 -8.57 2.43
H 23.05 -8.54 1.40
H 16.54 -4.21 6.14
H 0.70 -9.83 1.25
H 18.82 -4.68 7.63
H 14.29 -14.63 9.23
H 2.02 -7.93 -0.01
H 17.94 -4.89 12.07
H 13.69 -4.85 -0.95
H 10.23 -5.48 -3.37
H 2.62 -10.69 -5.45
H 16.78 -5.91 11.18
H 16.33 -18.96 8.60
H -0.80 -5.47 4.47
H 5.84 -15.06 -6.57
H 6.66 -12.88 6.11
H 21.40 -10.06 -2.80
H 15.81 -2.60 9.71
H 11.35 -5.30 -5.86
H 15.82 -14.50 8.35
H 5.70 -12.17 -8.98
H 17.55 -13.77 12.77
H 21.89 -10.15 2.40
H 19.48 -12.08 1.28
H 5.10 -14.75 -8.07
H 13.57 -20.26 -2.18
H 3.37 -13.51 -7.79
H 10.27 -6.10 -1.34
H 19.73 -10.35 1.03
H 20.54 -8.36 1.15
H 15.30 -14.96 11.44
H 14.30 -6.81 -1.44
H 6.52 -12.88 -3.54
H 20.48 -13.72 -0.57
H 15.38 -6.91 -3.27
H 0.96 -10.01 2.96
H -0.21 -8.85 2.38
H 10.48 -10.62 4.46
H 21.50 -12.18 1.87
H 2.32 -14.33 -4.47
H 15.76 -18.87 10.22
H 11.15 -18.27 -2.84
H 11.34 -4.21 -3.45
H 6.38 -16.04 4.95
H 1.88 -11.73 -4.27
H 10.63 -11.15 1.79
H 0.84 -5.78 -0.01
H 15.91 -7.14 9.33
H 16.56 -19.08 0.03
H 6.98 -14.74 7.09
H 12.63 -9.51 -3.57
H 15.68 -20.60 0.03
H 23.09 -7.38 -1.21
H 15.08 -5.23 6.01
H 3.76 -14.92 -5.42
H 15.10 -7.31 7.81
H 6.86 -14.42 -7.86
H 14.83 -5.23 10.76
H 12.53 -11.93 4.18
H 16.87 -7.36 7.92
H 2.79 -5.26 4.25
H 5.17 -15.11 7.03
H 7.26 -11.97 -8.13
H 4.42 -14.00 4.67
H 13.64 -19.71 2.66
H 7.49 -12.93 -5.94
H 3.35 -9.76 1.35
H 11.65 -19.32 0.81
H 18.06 -2.18 10.85
H 18.17 -13.24 10.64
H 22.77 -12.62 0.94
H 15.15 -6.97 -5.11
H 17.65 -17.52 7.43
H 20.64 -12.86 -1.96
H 15.30 -19.96 2.42
H 15.63 -17.50 1.97
H 19.42 -14.43 10.37
H 18.91 -11.34 -0.17
H 0.03 -4.80 2.05
```

## Properties
Kohn-Sham gap ... 0.2912 hartree
E_HOMO ... -0.2861 Eh
2S+1 ... 1
SMILES string ... CC1(C)CCCC(C)(C)N1O.CC1(C)CCCC(C)(C)N1O.CC1(C)CCCC(C)(C)N1O.CC1(C)CCCC(C)(C)N1O.CC1(C)CCCC(C)(C)N1O.CC1(C)CCCC(C)(C)N1O.CC1(C)CCCC(C)(C)N1O.OCCO.OCCO

--- x ---
Below is a cluster of 9 separate species, C67H145N7O11 in total, with properties calculated with the ωB97M-V functional and the def2-TZVPD basis.

XYZ file:
```
230
Properties=species:S:1:pos:R:3
O 20.89 14.06 21.70
O 10.76 16.21 21.03
O 9.22 17.99 16.86
O 11.16 13.92 13.20
O 11.46 16.25 14.83
O 19.53 9.16 17.12
O 8.71 17.16 14.28
O 8.42 19.75 18.91
O 17.24 24.18 21.23
O 14.47 17.18 15.94
O 21.02 17.29 11.98
N 17.52 23.15 20.33
N 10.33 15.51 22.17
N 20.19 14.79 22.65
N 20.18 10.36 17.51
N 20.04 16.29 11.81
N 12.01 12.85 13.50
N 14.64 16.54 17.20
C 10.63 13.66 23.80
C 14.14 11.36 14.71
C 20.53 12.27 19.05
C 18.87 14.11 23.03
C 15.68 23.99 18.76
C 17.18 16.98 17.51
C 18.11 16.41 24.11
C 9.73 17.19 13.32
C 18.28 14.82 24.23
C 19.42 10.20 19.87
C 12.71 14.80 22.89
C 16.20 14.90 16.36
C 19.39 16.02 13.07
C 11.09 17.41 14.01
C 13.81 17.06 18.29
C 11.77 12.29 14.85
C 9.66 19.37 16.87
C 20.89 11.07 16.41
C 18.19 11.70 18.19
C 18.80 17.25 13.76
C 15.79 21.56 21.28
C 18.84 14.54 10.50
C 19.27 12.68 23.51
C 17.17 23.51 18.94
C 18.33 21.59 22.10
C 21.68 12.24 16.99
C 21.86 10.05 15.73
C 20.27 16.27 22.58
C 20.09 16.42 9.33
C 13.87 16.24 19.58
C 15.98 15.94 17.49
C 20.40 15.36 14.03
C 19.53 16.91 23.82
C 14.20 11.76 13.23
C 21.76 16.64 22.74
C 15.25 15.81 19.99
C 12.05 13.25 16.04
C 10.64 17.43 23.72
C 21.37 14.63 10.69
C 15.91 15.13 18.78
C 17.24 21.83 20.93
C 13.94 14.34 13.32
C 12.28 16.96 17.83
C 17.46 22.30 18.00
C 8.32 16.99 22.42
C 17.85 14.05 21.91
C 17.62 20.75 19.87
C 19.52 11.11 18.60
C 10.33 11.77 14.93
C 10.08 14.50 24.89
C 19.71 16.81 21.25
C 18.16 15.03 12.82
C 16.95 21.00 18.47
C 18.42 13.93 11.80
C 20.10 15.47 10.58
C 9.60 19.98 18.21
C 11.19 13.31 21.33
C 18.07 24.64 18.45
C 13.36 13.00 12.88
C 19.98 11.55 15.24
C 9.62 16.40 23.14
C 11.22 14.36 22.51
C 9.08 15.45 24.27
C 13.26 12.96 11.32
C 14.31 18.41 18.69
C 21.06 13.19 17.99
C 12.67 11.10 15.05
H 10.23 15.78 20.36
H 17.21 17.57 16.60
H 14.61 10.40 14.94
H 10.18 11.14 15.81
H 11.33 16.82 24.29
H 13.88 10.90 12.65
H 15.47 24.59 17.87
H 15.21 15.13 20.84
H 17.81 16.74 25.11
H 9.71 21.04 18.03
H 10.86 14.97 25.49
H 18.70 20.72 19.72
H 9.90 12.92 23.47
H 12.72 10.84 16.11
H 22.40 9.56 16.54
H 21.89 17.72 22.61
H 21.58 13.68 22.23
H 22.71 10.48 15.20
H 17.34 15.64 12.42
H 11.45 13.07 24.22
H 19.57 12.01 22.71
H 12.81 15.06 23.94
H 19.97 12.77 24.34
H 12.33 10.23 14.49
H 12.17 17.54 16.91
H 22.08 12.81 16.15
H 21.35 9.24 15.19
H 16.95 13.50 22.21
H 8.21 18.81 18.87
H 8.19 15.01 23.84
H 19.42 17.95 23.50
H 20.64 17.34 9.54
H 8.65 16.04 25.07
H 18.28 13.64 21.00
H 18.88 14.58 25.11
H 14.23 12.73 10.89
H 19.40 12.43 15.53
H 11.85 12.46 21.48
H 19.12 24.34 18.46
H 18.38 12.53 17.50
H 16.93 14.92 19.09
H 13.34 13.91 22.77
H 10.70 19.41 16.54
H 16.95 22.43 17.04
H 18.65 17.18 14.84
H 10.87 16.38 15.58
H 13.11 13.93 10.84
H 11.45 13.73 20.36
H 13.26 15.17 13.14
H 16.36 15.22 15.33
H 20.25 17.73 21.03
H 20.35 13.91 17.58
H 7.80 16.36 21.69
H 17.18 20.17 17.80
H 18.68 9.48 19.51
H 17.37 19.76 20.25
H 9.99 11.06 14.18
H 18.96 10.85 20.61
H 19.97 15.13 15.00
H 15.05 23.10 18.78
H 19.56 18.03 13.66
H 17.98 14.50 13.75
H 7.93 16.84 13.83
H 17.64 12.14 19.02
H 11.86 17.46 13.24
H 10.21 12.85 21.20
H 11.97 12.78 17.01
H 13.11 15.71 22.44
H 7.57 17.39 23.10
H 21.20 16.04 14.31
H 15.30 14.23 18.64
H 20.13 16.98 24.73
H 15.88 21.03 18.63
H 9.64 13.85 25.65
H 13.62 18.90 19.38
H 18.14 25.53 19.08
H 8.56 17.79 21.72
H 20.71 15.97 8.55
H 13.63 16.88 15.59
H 11.67 17.44 18.59
H 20.44 11.83 14.29
H 17.49 13.37 11.88
H 9.11 19.93 16.12
H 14.61 12.13 15.32
H 11.32 14.06 15.97
H 19.20 13.24 12.10
H 9.58 12.57 14.87
H 15.72 21.03 22.24
H 18.06 20.89 22.90
H 15.20 20.95 20.59
H 15.40 14.16 16.42
H 19.01 13.79 9.73
H 18.13 16.46 17.46
H 18.07 15.20 10.10
H 20.22 8.51 17.25
H 18.52 22.54 22.60
H 18.66 17.10 21.36
H 22.57 11.81 17.45
H 14.30 19.07 17.82
H 15.21 22.47 21.40
H 19.21 10.83 14.98
H 11.42 14.61 13.82
H 12.45 12.31 10.99
H 17.50 10.94 17.81
H 13.58 16.81 20.46
H 17.08 14.29 16.54
H 13.06 13.65 16.10
H 11.94 15.95 17.58
H 9.72 16.14 13.01
H 21.73 16.71 12.26
H 14.90 14.53 12.84
H 18.52 22.39 17.74
H 15.25 11.99 13.11
H 11.11 18.40 14.47
H 19.10 16.61 8.93
H 17.50 15.03 21.57
H 22.37 16.24 21.93
H 22.25 15.28 10.76
H 19.73 16.03 20.48
H 18.36 12.21 23.87
H 20.07 12.88 19.83
H 9.66 17.97 12.57
H 17.51 16.71 23.26
H 8.90 17.82 15.97
H 20.88 14.49 13.59
H 17.99 17.78 13.26
H 13.29 15.31 19.59
H 17.14 17.69 18.33
H 22.19 16.22 23.65
H 21.54 14.09 9.76
H 19.18 21.08 21.66
H 17.93 24.84 17.38
H 15.38 24.52 19.67
H 15.34 18.45 19.06
H 17.32 14.46 24.61
H 20.40 9.81 20.15
H 11.17 17.98 22.94
H 10.14 17.97 24.52
H 14.06 14.24 14.40
H 16.28 24.16 21.26
H 21.84 13.87 18.35
H 10.44 19.58 18.77
H 15.84 16.69 20.26
H 21.37 11.87 19.61
H 21.30 13.97 11.55
```

## Properties
Kohn-Sham gap ... 0.2987 hartree
E_HOMO ... -0.2858 Eh
2S+1 ... 1
SMILES string ... CC1(C)CCCC(C)(C)N1O.CC1(C)CCCC(C)(C)N1O.CC1(C)CCCC(C)(C)N1O.CC1(C)CCCC(C)(C)N1O.CC1(C)CCCC(C)(C)N1O.CC1(C)CCCC(C)(C)N1O.CC1(C)CCCC(C)(C)N1O.OCCO.OCCO

Q: Which of them is the most stable? A: x.